(1)
Computed, not measured: a 2-piece molecular cluster, C2H6Se overall in a non-equilibrium geometry, with the ωB97M-V functional and the def2-TZVPD basis.

XYZ file:
```
9
Properties=species:S:1:pos:R:3:forces:R:3
Se -1.8552 0.3968 0.4854 -0.4 -3.0 1.5
C 1.0249 0.3719 0.0842 0.8 -0.2 0.6
C -0.2465 -0.1153 -0.5395 -1.1 0.1 -0.9
H 0.9076 1.4311 0.5154 0.4 -1.7 -0.7
H -2.2932 -1.3651 1.8736 0.8 2.5 -2.1
H -0.2623 -1.0634 -1.1134 0.1 -0.4 1.6
H 1.3503 -0.3658 0.8491 -0.2 0.8 0.0
H 1.8090 0.3053 -0.6910 -0.1 0.5 0.3
H -0.4345 0.4045 -1.4638 -0.3 1.4 -0.3
```
Positions in Å, forces in eV/Å.

LUMO (alpha / beta), eV: -1.24 / -1.29
Gap between HOMO and LUMO (alpha / beta), eV: 7.6 / 7.6
Energy, Ha: -2481.09835
Multiplicity: 1

***

(2)
Computed, not measured: a 2-piece molecular cluster, C2H7BO2 overall in a non-equilibrium geometry, with the ωB97M-V functional and the def2-TZVPD basis.

XYZ file:
```
12
Properties=species:S:1:pos:R:3:forces:R:3
O 1.9842 -0.0972 -0.1228 0.6 -2.2 0.6
O -0.6721 -0.3900 -0.6217 -1.2 1.0 2.0
C 1.8772 1.2001 -0.4800 -0.9 0.9 -1.0
C -1.8456 -0.8019 0.1512 0.0 -2.4 -2.0
B 1.9930 -1.2420 0.2992 0.2 1.8 -0.5
H -2.6503 -0.0534 0.2206 0.7 0.1 0.3
H 1.5850 -2.0754 0.9191 -0.5 -1.5 0.6
H 2.2788 1.3114 -1.4679 0.0 0.2 -0.5
H -1.5809 -1.3001 1.1586 -0.4 0.9 -1.5
H -0.3899 0.4726 -0.2189 0.3 -0.8 -0.9
H 2.3498 1.7868 0.2497 0.7 0.8 0.9
H -2.2946 -1.5892 -0.5979 0.6 1.0 1.9
```
Positions in Å, forces in eV/Å.

LUMO, eV: 0.09
Gap between HOMO and LUMO, eV: 7.0
Energy, Ha: -255.56164
Multiplicity: 1

***

(3)
Computed, not measured: C2H7BeO9 as an isolated structure in a non-equilibrium geometry, with the ωB97M-V functional and the def2-TZVPD basis.

XYZ file:
```
19
Properties=species:S:1:pos:R:3:forces:R:3
O 6.3193 22.1692 6.0967 0.1 -1.3 3.1
O 5.1689 23.1789 4.7305 -3.5 2.4 -3.1
O 2.5874 23.3845 3.5176 -0.1 -0.6 0.8
O 5.6991 20.7808 3.8719 -1.2 -1.3 -2.4
O 6.4962 22.8609 2.5643 -5.2 2.1 -3.3
O 8.6414 22.6131 1.9954 -1.1 2.8 1.1
O 7.7834 22.5111 4.0341 3.1 0.9 4.8
O 4.7146 23.5581 6.9051 -0.8 0.3 0.6
O 9.7154 21.5690 5.3694 1.7 0.9 0.9
C 7.7140 22.9089 2.8274 4.7 -5.4 -4.5
C 5.3858 22.9373 5.9161 1.4 -0.2 1.5
Be 6.3023 22.3148 4.0439 -0.6 0.4 -0.2
H 2.6234 23.7595 2.6538 0.1 0.4 -0.9
H 8.9577 21.9810 4.9377 -0.5 0.3 -0.6
H 3.5126 23.1743 3.7318 0.0 0.3 0.2
H 3.9398 24.1184 6.6447 1.3 -0.9 -0.4
H 5.1697 20.6603 3.0253 1.3 0.5 1.1
H 9.5228 20.6606 5.4415 -0.4 -1.5 0.1
H 5.0628 20.5576 4.5358 -0.4 -0.2 1.2
```
Positions in Å, forces in eV/Å.

LUMO, eV: 2.45
Gap between HOMO and LUMO, eV: 7.1
Total charge: -1
Energy, Ha: -772.55520
Multiplicity: 1

***

(4)
Computed, not measured: C2H7Cl2N2P in the gas phase in a non-equilibrium geometry, with the ωB97M-V functional and the def2-TZVPD basis.

XYZ file:
```
14
Properties=species:S:1:pos:R:3:forces:R:3
Cl -0.1859 0.2848 1.8452 0.2 -0.4 1.6
Cl -0.6328 2.8239 -0.1118 0.5 0.3 0.1
P -0.4704 0.8420 -0.0081 -1.5 -0.6 -1.7
N -2.1283 0.4893 -0.3449 4.8 1.6 -0.6
N 1.7381 0.7800 -0.2216 -1.9 0.6 -0.2
C -2.6783 -0.7894 -0.2179 0.7 -1.8 -1.1
C 2.4465 -0.4998 -0.1942 -0.7 0.7 -1.6
H 2.0225 1.3812 -1.0162 -0.4 -0.7 0.4
H -2.7656 -1.4295 -1.1702 0.8 0.8 1.1
H 2.8342 -0.8780 -1.1174 -0.6 -0.1 -1.5
H -2.3052 -1.3631 0.6391 -0.2 -0.2 -0.2
H 1.8654 -1.2784 0.2104 -0.7 -0.8 0.9
H 3.3830 -0.4481 0.2646 1.3 0.6 1.9
H -3.6818 -0.5451 -0.1183 -2.3 0.1 0.8
```
Positions in Å, forces in eV/Å.

LUMO (alpha / beta), eV: -0.89 / -0.95
Gap between HOMO and LUMO (alpha / beta), eV: 7.6 / 7.6
SMILES: CN=P(Cl)(Cl)NC
Energy, Ha: -1451.56273
Multiplicity: 1